Computed, not measured: a cluster of 3 separate species, C27H59Cl2N4O8P2 in total in a non-equilibrium geometry, with wB97M-V/def2-TZVPD.

Each line ends with the Löwdin charge.
Atoms and positions in Å:
C: 4.335 -6.291 4.617  -0.12
C: 2.946 -6.065 5.420  -0.24
C: 1.738 -5.639 4.456  -0.22
C: 2.062 -4.365 3.539  -0.22
C: 1.909 -3.067 4.472  -0.21
C: 0.356 -2.683 4.561  -0.20
C: 0.065 -1.109 4.332  -0.20
C: -0.172 -0.772 2.786  -0.20
C: 1.250 -0.655 2.058  -0.17
C: 0.942 -0.415 0.481  -0.15
N: 0.882 -1.792 -0.121  0.07
C: 1.234 -1.954 -1.396  -0.26
N: 1.654 -0.897 -2.288  0.21
C: 1.849 -1.645 -3.482  -0.22
C: 2.278 -1.054 -4.882  -0.54
Cl: 0.797 -0.101 -5.461  0.59
C: 3.544 -0.036 -4.816  -0.64
C: 4.503 -0.312 -6.085  -0.14
Cl: 2.942 1.703 -5.073  0.52
N: 1.603 -3.030 -3.309  0.09
N: 1.221 -3.245 -2.008  0.11
H: 4.820 -5.264 4.560  0.07
H: 4.983 -7.044 5.174  0.08
H: 4.130 -6.608 3.542  0.07
H: 2.621 -6.988 5.994  0.11
H: 3.116 -5.209 6.146  0.09
H: 1.348 -6.531 3.868  0.11
H: 0.882 -5.322 5.147  0.11
H: 1.354 -4.350 2.636  0.09
H: 3.115 -4.356 3.115  0.09
H: 2.556 -2.218 4.080  0.10
H: 2.274 -3.280 5.529  0.11
H: -0.209 -3.217 3.730  0.10
H: -0.064 -3.058 5.543  0.11
H: -0.911 -0.882 4.870  0.11
H: 0.883 -0.456 4.772  0.11
H: -0.713 -1.645 2.276  0.11
H: -0.772 0.188 2.649  0.12
H: 1.840 -1.632 2.133  0.10
H: 1.900 0.189 2.444  0.12
H: 1.875 0.107 0.078  0.12
H: -0.002 0.187 0.315  0.13
H: 0.567 -2.601 0.435  0.16
H: 2.461 -1.922 -5.599  0.12
H: 4.119 -0.058 -3.844  0.11
H: 4.128 0.204 -7.026  0.08
H: 4.695 -1.416 -6.256  0.08
H: 5.511 0.171 -5.847  0.09
H: 1.673 -3.773 -4.007  0.18
H: 0.961 -4.142 -1.597  0.18
O: -4.504 -1.891 -3.843  -0.26
P: -5.376 -0.643 -3.990  0.71
O: -5.044 -0.332 -5.595  -0.22
C: -4.990 -1.378 -6.557  -0.30
C: -6.351 -1.658 -7.163  -0.08
O: -4.326 0.434 -3.304  -0.22
C: -3.299 0.000 -2.427  -0.30
C: -2.003 -0.196 -3.190  -0.10
O: -6.462 0.668 -4.007  -0.19
C: -7.661 0.609 -4.758  -0.29
C: -8.604 -0.464 -4.258  -0.08
H: -4.568 -2.296 -6.143  0.10
H: -4.308 -1.048 -7.346  0.12
H: -7.066 -1.964 -6.394  0.06
H: -6.287 -2.454 -7.910  0.08
H: -6.750 -0.765 -7.649  0.08
H: -3.593 -0.903 -1.888  0.10
H: -3.159 0.784 -1.676  0.12
H: -2.128 -0.879 -4.032  0.07
H: -1.221 -0.591 -2.534  0.05
H: -1.659 0.753 -3.608  0.07
H: -7.438 0.488 -5.819  0.10
H: -8.146 1.583 -4.658  0.13
H: -8.130 -1.451 -4.277  0.06
H: -9.507 -0.498 -4.871  0.09
H: -8.892 -0.268 -3.223  0.08
O: 0.186 5.205 2.017  -0.25
P: 1.420 4.762 2.804  0.70
O: 2.199 6.235 2.840  -0.22
C: 1.491 7.442 3.094  -0.29
C: 1.405 7.745 4.577  -0.08
O: 2.241 4.076 1.542  -0.23
C: 1.564 3.647 0.370  -0.31
C: 1.606 4.729 -0.691  -0.07
O: 2.676 4.123 3.762  -0.20
C: 2.845 4.536 5.106  -0.30
C: 1.670 4.153 5.980  -0.08
H: 0.491 7.433 2.656  0.10
H: 2.043 8.244 2.596  0.12
H: 0.882 6.945 5.109  0.06
H: 0.872 8.682 4.752  0.08
H: 2.403 7.834 5.013  0.08
H: 0.540 3.339 0.595  0.10
H: 2.086 2.759 -0.003  0.10
H: 1.208 5.675 -0.321  0.08
H: 1.034 4.431 -1.573  0.08
H: 2.638 4.923 -0.995  0.08
H: 3.049 5.606 5.151  0.10
H: 3.744 4.039 5.480  0.13
H: 0.735 4.576 5.599  0.06
H: 1.821 4.504 7.002  0.09
H: 1.545 3.067 5.999  0.08

total charge = +1
HOMO level = -0.432 hartree
multiplicity = 1
M = 700.643 g/mol
E_LUMO = -3.3 eV